1 | Density functional theory data (ωB97M-V with the def2-TZVPD basis set) for a structure of composition C4H7IO2S.

As for the LUMO energy: -0.88 eV.

Structure (XYZ):
```
15
Properties=species:S:1:pos:R:3:nbo_charge:R:1
C 0.27 -0.34 -1.25 -0.350
C 0.87 -1.05 0.96 -0.505
C -0.06 -0.40 0.03 -0.050
C -1.11 0.42 0.70 -0.647
O 3.93 2.94 -0.38 -0.845
O 4.63 0.70 -0.88 -0.852
S 4.52 1.77 0.12 1.649
I 2.17 0.48 1.81 0.058
H -0.34 0.12 -2.04 0.204
H 1.25 -0.60 -1.47 0.196
H 0.33 -1.64 1.72 0.232
H 1.56 -1.85 0.55 0.243
H -0.84 1.41 0.58 0.231
H -1.18 0.12 1.67 0.209
H -2.15 0.25 0.34 0.227
```



2 | Density functional theory data (ωB97M-V with the def2-TZVPD basis set) for an isolated molecule of C4H7IO2S.

As for the LUMO energy: 0.26 eV. Its SMILES is C=C(I)CS(C)(=O)=O.

Structure (XYZ):
```
15
Properties=species:S:1:pos:R:3:nbo_charge:R:1
C 0.93 1.08 -1.01 -0.448
C -0.38 1.08 -0.85 -0.170
I -1.78 1.44 -2.36 0.210
C -0.99 0.86 0.75 -0.693
S -1.64 -0.84 1.15 2.151
C -0.37 -2.00 0.36 -0.856
O -1.60 -0.92 2.54 -0.936
O -2.86 -1.10 0.40 -0.940
H 1.30 1.21 -2.00 0.211
H 1.73 1.30 -0.29 0.225
H -0.15 1.06 1.42 0.238
H -1.88 1.58 1.05 0.268
H -0.45 -1.79 -0.69 0.242
H 0.65 -1.56 0.74 0.227
H -0.47 -3.12 0.78 0.270
```



Preferred: 1; penalty for the next structure: 22.8 kcal/mol.



1 | Density functional theory data (ωB97M-V with the def2-TZVPD basis set) for the ion C2H5N2Si with charge +1.

As for the LUMO energy (alpha / beta): -6.50 / -5.49 eV. Its net charge is +1.

Structure (XYZ):
```
10
Properties=species:S:1:pos:R:3:nbo_charge:R:1
C 2.89 -0.15 -0.14 0.264
C 0.47 0.49 -0.14 0.205
N 1.65 0.00 -0.11 -0.371
N -0.67 -0.27 -0.17 -0.856
Si -2.42 -0.01 -0.15 1.036
H 3.36 -0.52 0.74 0.215
H 0.43 1.61 -0.26 0.237
H -0.38 -1.21 -0.11 0.419
H -2.84 -1.38 -0.07 -0.090
H -2.47 1.44 0.41 -0.058
```



2 | Density functional theory data (ωB97M-V with the def2-TZVPD basis set) for the ion C2H5N2Si with charge +1.

As for the LUMO energy: -5.88 eV. Its net charge is +1. Its SMILES is C1=NC=[NH+][SiH2]1.

Structure (XYZ):
```
10
Properties=species:S:1:pos:R:3:nbo_charge:R:1
C 0.07 0.44 1.36 -0.111
N -0.64 1.20 0.60 -0.451
C -0.77 0.83 -0.71 0.397
N -0.11 -0.23 -1.07 -0.760
Si 0.68 -1.10 0.37 1.096
H 0.36 0.96 2.31 0.260
H -1.33 1.22 -1.55 0.244
H -0.24 -0.49 -1.97 0.421
H 1.97 -0.41 0.45 -0.059
H 0.01 -2.41 0.21 -0.037
```



3 | Density functional theory data (ωB97M-V with the def2-TZVPD basis set) for the ion C2H5N2Si with charge +1.

As for the LUMO energy: -7.54 eV. Its net charge is +1.

Structure (XYZ):
```
10
Properties=species:S:1:pos:R:3:nbo_charge:R:1
C 0.87 -0.30 0.70 -0.363
C 0.41 0.04 -1.66 0.247
N 0.94 -0.09 -0.53 -0.250
N 0.41 0.90 -2.58 -0.646
Si -0.58 0.24 1.74 1.425
H 1.77 -0.59 1.32 0.250
H -0.06 -1.05 -1.71 0.217
H 0.12 0.84 -3.55 0.413
H -0.62 0.77 3.06 -0.136
H -1.91 -0.06 1.36 -0.158
```



Preferred: 2; penalty for the next structure: 61.0 kcal/mol.



1 | Density functional theory data (ωB97M-V with the def2-TZVPD basis set) for a cluster of 3 separate species, C3H8NOS in total.

As for the LUMO energy: 1.66 eV. Its net charge is -1.

Structure (XYZ):
```
14
Properties=species:S:1:pos:R:3:nbo_charge:R:1
C 1.12 -0.12 -0.70 0.124
C 0.87 -1.45 -0.87 -0.452
S 1.65 -1.64 -3.51 -0.533
N 0.89 0.51 0.46 -0.555
C -0.50 0.52 1.06 0.151
O -0.51 1.07 2.24 -0.889
H 1.66 0.53 -1.39 0.210
H -3.14 1.48 2.06 0.016
H 1.50 -1.92 -1.68 0.195
H -0.07 -1.98 -0.97 0.234
H -3.05 1.31 1.34 -0.022
H 1.49 1.30 0.61 0.376
H -1.17 0.97 0.27 0.070
H -0.74 -0.58 1.07 0.075
```



2 | Density functional theory data (ωB97M-V with the def2-TZVPD basis set) for the ion C3H8NOS with charge -1.

As for the LUMO energy: 3.25 eV. Its net charge is -1. Its SMILES is N[C@H](C[O-])CS.

Structure (XYZ):
```
14
Properties=species:S:1:pos:R:3:nbo_charge:R:1
N 0.88 0.11 1.22 -0.886
C 0.43 -0.31 -0.12 -0.110
C 1.60 -0.08 -1.14 -0.008
O 2.81 -0.17 -0.60 -0.933
C -0.85 0.40 -0.53 -0.452
S -2.30 0.09 0.62 -0.129
H 1.88 0.24 1.02 0.404
H 0.78 -0.70 1.81 0.339
H 0.13 -1.38 -0.09 0.135
H 1.33 0.98 -1.49 0.051
H 1.41 -0.75 -2.00 0.086
H -1.33 -0.02 -1.42 0.196
H -0.80 1.47 -0.67 0.209
H -2.54 -1.17 0.16 0.099
```



Preferred: 2; penalty for the next structure: 110.4 kcal/mol.



1 | Density functional theory data (ωB97M-V with the def2-TZVPD basis set) for the ion C3H8NOS with charge -1.

As for the LUMO energy: 3.35 eV. Its net charge is -1. Its SMILES is [O-]CNCCS.

Structure (XYZ):
```
14
Properties=species:S:1:pos:R:3:nbo_charge:R:1
O -1.14 -1.40 0.97 -0.932
C -0.34 -1.78 0.00 0.146
N 0.97 -1.02 -0.08 -0.677
C 0.72 0.38 -0.60 -0.240
C 0.15 1.23 0.59 -0.521
S -1.03 2.58 0.06 -0.137
H -0.80 -1.79 -1.03 0.056
H 0.00 -2.92 -0.02 0.040
H 1.07 -0.76 0.90 0.336
H -0.10 0.30 -1.31 0.179
H 1.52 1.02 -0.98 0.172
H 0.95 1.71 1.15 0.184
H -0.45 0.60 1.26 0.280
H -1.53 1.85 -0.91 0.114
```



2 | Density functional theory data (ωB97M-V with the def2-TZVPD basis set) for a cluster of 2 separate species, C3H8NOS in total.

As for the LUMO energy: 3.96 eV. Its net charge is -1.

Structure (XYZ):
```
14
Properties=species:S:1:pos:R:3:nbo_charge:R:1
C -0.43 -0.64 -1.94 -0.739
C -0.18 -1.27 -0.57 0.714
N -0.98 -0.81 0.47 -0.986
O 0.73 -2.07 -0.45 -0.605
H -1.48 -0.74 -2.26 0.198
H 0.18 -1.15 -2.68 0.202
H -0.19 0.42 -1.88 0.259
H -0.72 0.31 0.60 0.375
H -1.97 -0.82 0.23 0.351
C 1.10 1.30 1.78 -0.735
S -0.07 2.03 0.59 -0.593
H 1.89 2.02 2.02 0.183
H 0.56 1.04 2.70 0.185
H 1.58 0.39 1.40 0.192
```



Preferred: 2; penalty for the next structure: 41.6 kcal/mol.